Record 1
The following is a quantum chemistry calculation of a molecular structure, C34H47F4N3OPRhS, from OMol25.

Cartesian coordinates (Å):
Rh  -0.50  0.09  0.18
S  -0.24  -1.49  3.35
P  -0.35  2.26  -0.49
F  0.50  -2.00  -5.90
F  2.13  -4.20  -2.07
F  0.63  -2.65  -0.53
F  -0.95  -0.39  -4.38
O  0.35  -0.91  2.03
N  1.47  0.07  -0.10
N  -2.54  -0.04  0.47
N  -1.07  -0.74  -1.54
C  1.84  4.35  -3.16
C  0.09  -3.26  3.26
C  4.45  -1.53  -0.89
C  -2.28  3.43  -2.12
C  -4.02  4.89  -1.30
C  2.60  -0.02  -0.23
C  1.34  -3.70  2.49
C  1.19  -5.15  2.06
C  -0.23  -1.35  -3.78
C  -3.23  0.08  -0.85
C  -3.39  4.23  -2.35
C  -3.10  1.00  1.39
C  0.54  -2.18  -4.58
C  -0.24  -1.47  -2.39
C  -3.52  4.77  -0.01
C  1.35  -3.15  -4.03
C  2.33  3.38  -4.04
C  -2.92  -1.36  1.09
C  2.02  2.05  -3.84
C  3.15  -0.86  3.61
C  4.05  -0.13  -0.42
C  -2.41  3.97  0.23
C  0.81  -0.90  4.67
C  -1.80  3.28  -0.82
C  -2.36  1.15  2.71
C  1.04  3.98  -2.10
C  -2.29  -0.12  -2.04
C  -2.49  -2.62  0.35
C  1.23  1.67  -2.76
C  2.27  -1.33  4.76
C  0.59  -2.45  -1.86
C  1.37  -3.27  -2.66
C  0.74  2.63  -1.88
C  0.44  3.02  0.95
H  -2.03  3.90  1.24
H  -2.88  -2.65  -0.67
H  -3.11  1.94  0.84
H  4.14  -1.31  3.69
H  0.65  4.74  -1.44
H  0.53  4.10  0.79
H  4.52  0.13  0.53
H  4.33  0.64  -1.15
H  2.64  -0.91  5.70
H  -1.41  -2.74  0.31
H  2.39  1.29  -4.52
H  -2.71  2.06  3.20
H  -3.68  1.07  -0.91
H  1.01  0.64  -2.61
H  2.94  3.68  -4.88
H  4.03  -1.75  -1.86
H  2.73  -1.11  2.64
H  -4.14  0.74  1.59
H  2.13  -5.53  1.65
H  0.73  0.19  4.56
H  3.28  0.22  3.65
H  5.53  -1.58  -0.96
H  -4.05  -0.64  -0.87
H  -0.13  2.85  1.87
H  -1.77  2.98  -2.95
H  -4.01  -1.34  1.18
H  2.23  -3.57  3.10
H  -2.52  -1.36  2.10
H  1.45  -3.06  1.62
H  2.32  -2.41  4.89
H  0.93  -5.80  2.90
H  -0.80  -3.66  2.78
H  1.43  2.59  1.07
H  0.08  -3.61  4.30
H  -4.88  5.52  -1.49
H  -3.76  4.35  -3.36
H  1.95  -3.80  -4.66
H  4.12  -2.29  -0.18
H  -2.91  -3.47  0.89
H  -2.75  -0.78  -2.78
H  -2.53  0.33  3.39
H  0.42  -5.26  1.30
H  -1.28  1.26  2.57
H  2.07  5.39  -3.32
H  -2.11  0.82  -2.56
H  -3.98  5.31  0.80
H  0.25  -1.17  5.56

Output
* E: -76526.8380 eV
* LUMO (alpha / beta): -6.63 / -6.62 eV
* charge: +2


Record 2
The following is a quantum chemistry calculation of 3 unconnected molecules or ions with the total composition C34H48F16O4, from OMol25.

Cartesian coordinates (Å):
F  2.58  2.02  -3.59
F  -0.08  3.50  -7.09
F  0.91  4.15  -3.80
F  -4.84  -5.59  -4.03
F  0.88  2.06  -5.77
F  3.71  4.49  -4.38
F  -3.91  -3.56  -2.53
F  -1.04  3.49  -4.54
F  -3.51  -4.08  2.05
F  -4.22  -5.72  0.78
F  5.30  3.34  -5.36
F  -1.55  -5.57  1.02
F  -6.03  -3.39  -2.96
F  -4.40  -6.34  -2.03
F  4.63  2.41  -2.94
F  -2.13  -5.06  -1.02
O  1.96  3.94  -6.41
O  -4.72  4.87  0.25
O  -5.13  -0.31  0.80
O  -5.45  -3.96  -0.92
C  -2.18  -4.65  0.26
C  3.64  -3.15  1.28
C  3.81  3.25  0.82
C  -5.11  -4.09  -2.25
C  1.82  -4.98  1.64
C  -5.22  -5.54  -2.74
C  2.42  -0.09  -0.76
C  -2.45  0.42  2.84
C  3.98  3.33  -5.01
C  -4.36  1.70  1.74
C  3.43  -1.11  -0.21
C  -4.75  3.69  0.34
C  -0.04  0.46  3.72
C  -5.28  2.85  -0.76
C  3.06  -1.73  1.16
C  0.95  -4.04  2.48
C  3.76  1.77  0.43
C  2.38  1.27  -0.04
C  -3.62  -4.51  0.76
C  0.76  3.38  -6.04
C  2.81  2.82  3.23
C  -3.88  1.02  2.99
C  -5.38  1.54  -0.59
C  1.33  2.61  3.60
C  1.00  1.34  4.42
C  -4.27  3.01  1.56
C  -4.97  0.87  0.67
C  0.10  4.13  -4.88
C  2.77  -4.27  0.66
C  3.19  3.24  -6.33
C  -4.54  -3.49  0.06
C  2.96  3.74  2.00
C  3.85  2.16  -4.02
C  -1.46  1.06  3.83
H  3.82  3.75  -7.05
H  -3.97  -2.62  -0.30
H  1.42  -0.55  -0.67
H  -0.12  5.16  -5.17
H  0.28  -4.60  3.15
H  4.64  -3.16  0.83
H  4.46  1.67  -0.42
H  1.97  -1.72  1.26
H  4.44  -0.68  -0.18
H  -1.65  -3.70  0.35
H  2.19  -3.84  -0.17
H  1.95  4.04  1.66
H  2.38  -5.64  2.31
H  3.43  -5.04  0.24
H  1.55  -3.37  3.09
H  -5.56  3.36  -1.68
H  4.18  1.22  -4.48
H  -4.58  0.21  3.24
H  -0.06  -0.53  4.21
H  3.79  -3.38  2.35
H  3.09  2.21  -6.67
H  -2.08  0.50  1.82
H  3.47  -1.95  -0.92
H  1.99  2.01  -0.75
H  -3.84  3.66  2.32
H  4.86  3.54  0.94
H  3.34  1.87  3.12
H  0.21  0.31  2.66
H  3.45  3.81  -0.06
H  3.50  -1.12  1.96
H  -5.75  0.91  -1.39
H  2.58  0.06  -1.83
H  1.14  -5.60  1.04
H  -2.51  -0.64  3.10
H  -3.89  1.75  3.81
H  3.43  4.68  2.33
H  -5.18  -3.11  0.85
H  0.63  1.61  5.42
H  1.69  1.27  0.81
H  -1.43  2.15  3.70
H  1.92  0.75  4.57
H  3.27  3.32  4.09
H  -6.25  -5.90  -2.64
H  0.71  2.63  2.69
H  4.16  1.12  1.22
H  0.30  -3.43  1.83
H  1.01  3.48  4.19
H  -1.82  0.85  4.85

Output
* structure (SMILES): CCCCCCCCCCCCCCCCCCC1=CC(=O)C=CC1=O.FC(F)C(F)(F)COC(F)(F)C(F)F.FC(F)C(F)(F)COC(F)(F)C(F)F
* E: -87705.9886 eV
* LUMO: -1.40 eV


Record 3
The following is a quantum chemistry calculation of a molecular structure, C34H49NOPPdS, from OMol25.

Cartesian coordinates (Å):
Pd  0.69  0.30  0.20
S  2.16  1.91  -0.85
P  0.79  -1.84  -0.87
O  2.17  0.58  1.82
N  2.96  1.65  1.70
C  -1.14  1.58  -0.91
C  2.16  -3.65  0.79
C  -0.68  3.86  2.14
C  -3.53  -2.01  -2.44
C  -0.80  1.07  -3.47
C  -2.51  -0.75  1.81
C  4.34  4.06  1.73
C  -1.37  1.95  -2.37
C  -1.98  4.44  2.71
C  -1.48  0.33  -0.30
C  -0.87  2.68  -0.09
C  1.95  -0.95  -3.19
C  0.30  3.54  3.27
C  -2.54  -2.81  -3.01
C  2.47  -3.35  -2.75
C  -1.24  -2.71  -2.60
C  -3.97  -0.28  1.94
C  0.79  -3.45  0.16
C  -0.84  -1.77  -1.62
C  3.76  1.98  2.77
C  -0.20  -3.12  1.28
C  -2.88  2.11  -2.59
C  3.62  3.66  0.61
C  2.95  2.45  0.59
C  -1.70  0.32  1.11
C  3.51  -1.52  -1.37
C  -3.15  -1.03  -1.52
C  -1.97  -1.09  3.21
C  -1.40  1.45  1.87
C  2.25  -1.98  -2.11
C  0.29  -4.69  -0.56
C  4.44  3.16  2.81
C  -0.96  2.64  1.30
C  -1.83  -0.85  -1.15
H  -3.34  2.66  -1.77
H  -4.56  -2.11  -2.73
H  2.88  -4.04  0.09
H  0.06  -2.16  1.72
H  -2.21  -2.12  3.46
H  -1.21  -3.07  0.88
H  -4.03  0.66  2.48
H  -3.35  1.14  -2.67
H  -1.76  5.35  3.26
H  3.57  4.27  -0.28
H  -4.42  -0.14  0.96
H  -0.48  -3.35  -3.04
H  -0.89  -0.97  3.25
H  0.23  -5.51  0.16
H  -0.22  4.61  1.49
H  -1.16  0.05  -3.40
H  -1.60  1.43  2.93
H  -0.14  2.87  4.00
H  -0.64  3.63  -0.55
H  -1.09  1.47  -4.43
H  0.58  4.46  3.78
H  -2.41  -0.44  3.96
H  1.20  3.08  2.88
H  5.04  3.40  3.67
H  0.29  1.07  -3.42
H  2.80  -0.83  -3.86
H  2.77  -4.10  -2.02
H  -0.18  -3.88  2.06
H  -3.05  2.66  -3.51
H  3.77  1.25  3.56
H  1.59  -3.70  -3.28
H  -2.45  3.73  3.39
H  -4.54  -1.03  2.48
H  -2.82  -3.54  -3.77
H  3.92  -2.30  -0.73
H  -0.91  2.94  -2.51
H  -2.69  4.67  1.92
H  4.82  5.02  1.76
H  1.08  -1.23  -3.78
H  2.52  -2.70  1.19
H  -3.90  -0.37  -1.12
H  3.27  -0.65  -0.75
H  1.77  0.01  -2.69
H  -2.52  -1.65  1.19
H  2.08  -4.35  1.62
H  -0.70  -4.53  -0.97
H  3.28  -3.27  -3.48
H  0.95  -5.01  -1.36
H  4.27  -1.23  -2.09

Output
* E: -63194.1675 eV
* LUMO (alpha / beta): 0.61 / 0.24 eV
* multiplicity: 2


Record 4
The following is a quantum chemistry calculation of a molecular structure, C34H50AsF6N4O5PS2SiW, from OMol25.

Cartesian coordinates (Å):
W  -0.39  -0.40  -0.36
As  -0.23  -0.34  -4.36
S  -2.68  0.40  -2.44
S  -0.71  2.41  -0.59
P  -2.11  2.31  -2.05
Si  1.73  0.44  2.37
F  1.46  -0.58  -4.03
F  0.08  1.45  -3.81
F  0.07  -2.11  -5.29
F  0.09  0.28  -5.93
F  -2.25  -0.94  -5.42
F  0.24  0.01  -1.93
O  0.15  -1.91  0.45
O  -1.41  -1.90  -1.68
O  -1.71  3.19  -3.28
O  -3.40  3.15  -1.62
O  0.64  -2.57  -2.04
N  -7.31  -0.78  2.77
N  2.15  0.46  -0.43
N  -2.35  -3.00  -3.91
N  -2.39  -0.49  0.46
C  -4.19  0.53  1.78
C  1.38  2.77  5.82
C  -4.27  2.99  -0.52
C  1.99  1.78  3.69
C  1.64  -1.75  4.18
C  -5.02  -0.63  1.69
C  -0.55  -2.62  -2.30
C  0.30  -3.07  1.23
C  2.13  -2.79  4.95
C  1.25  1.77  4.87
C  2.43  1.40  -1.55
C  -6.27  -0.70  2.28
C  1.57  -3.84  0.82
C  2.42  -1.13  3.21
C  -5.35  4.06  -0.63
C  3.42  -3.25  4.75
C  -4.47  -1.70  0.93
C  -2.97  0.56  1.19
C  2.91  -0.80  -0.67
C  2.25  3.82  5.60
C  4.10  -0.64  -1.64
C  -1.71  3.25  -5.69
C  3.89  1.86  -1.62
C  -3.24  -1.59  0.36
C  -0.04  0.37  1.75
C  3.01  3.84  4.45
C  -2.56  3.27  -4.44
C  3.72  -1.60  3.03
C  -1.14  -3.60  -3.33
C  2.89  2.84  3.51
C  2.61  1.12  0.81
C  4.85  0.67  -1.41
C  4.21  -2.65  3.78
C  -0.93  -3.97  1.08
H  -4.72  1.99  -0.54
H  2.30  2.17  0.75
H  -0.95  4.03  -5.63
H  3.70  1.11  0.88
H  -1.09  -4.19  0.02
H  3.74  -0.66  -2.67
H  3.49  2.88  2.62
H  -2.85  -2.48  -3.18
H  0.56  0.96  5.05
H  3.70  4.65  4.27
H  -2.12  -2.24  -4.65
H  -0.77  -4.90  1.61
H  4.36  -1.13  2.30
H  0.63  -1.41  4.36
H  -3.26  2.42  -4.44
H  0.38  -2.75  2.28
H  -6.05  3.96  0.20
H  1.56  -4.82  1.28
H  -1.37  -4.53  -2.81
H  1.78  2.27  -1.45
H  -5.05  -2.59  0.79
H  4.04  2.30  -2.60
H  -3.71  3.13  0.41
H  -0.39  -3.77  -4.10
H  -4.55  1.39  2.32
H  -1.82  -3.48  1.49
H  2.46  -3.30  1.14
H  5.68  0.74  -2.11
H  -3.14  4.20  -4.35
H  -2.38  1.46  1.27
H  -2.34  3.42  -6.56
H  -0.63  -0.22  2.47
H  -5.88  3.96  -1.57
H  -0.39  1.40  1.88
H  -4.89  5.05  -0.58
H  3.81  -4.06  5.35
H  -2.87  -2.40  -0.25
H  4.09  2.64  -0.88
H  2.20  0.90  -2.49
H  1.58  -3.94  -0.26
H  3.26  -1.17  0.30
H  -1.22  2.29  -5.80
H  2.34  4.61  6.33
H  2.23  -1.54  -1.10
H  -2.95  -3.70  -4.35
H  5.28  0.69  -0.41
H  5.22  -3.00  3.61
H  1.50  -3.24  5.71
H  4.77  -1.49  -1.50
H  0.78  2.73  6.72

Output
* E: -170076.2663 eV
* LUMO (alpha / beta): -1.97 / -2.78 eV
* multiplicity: 3


> The lowest E belongs to which entry?

C34H50AsF6N4O5PS2SiW